1.
Formula: C24H70O11
Source: the Open Molecules 2025 dataset
Level of theory: the ωB97M-V functional and the def2-TZVPD basis

The geometry in XYZ format:
```
105
Properties=species:S:1:pos:R:3:forces:R:3
C -16.993 -11.102 -6.339 0.983 -0.570 0.579
C -15.461 -11.254 -6.447 -0.851 -0.045 1.905
C -14.822 -9.937 -6.742 1.522 0.304 -0.082
O -15.005 -11.806 -5.138 -1.529 0.765 -1.315
H -17.381 -10.774 -7.294 -0.280 0.156 -0.065
H -17.253 -10.425 -5.516 0.137 0.191 -0.421
H -17.421 -12.058 -6.055 -0.170 -0.255 -0.227
H -15.166 -11.951 -7.213 -0.141 -0.516 -0.367
H -13.729 -10.089 -6.940 -0.700 0.216 0.173
H -14.908 -9.203 -5.921 -0.234 -0.335 -0.411
H -15.250 -9.566 -7.674 -0.002 0.309 0.095
H -14.078 -11.947 -5.232 1.188 -0.221 0.138
C -16.607 -12.196 -1.976 -0.541 -0.122 -0.695
C -16.999 -10.749 -2.149 -0.393 0.376 0.251
C -17.045 -9.948 -0.849 -0.553 0.701 -1.154
O -16.183 -10.032 -3.044 0.466 0.759 0.308
H -17.402 -12.763 -1.506 -0.323 -0.082 -0.070
H -15.747 -12.392 -1.401 1.327 0.204 0.851
H -16.401 -12.604 -2.961 -0.180 -0.314 -0.217
H -18.004 -10.784 -2.598 -0.137 0.186 0.250
H -16.174 -10.034 -0.249 0.940 -0.584 0.525
H -17.914 -10.263 -0.305 -0.426 -0.017 0.592
H -17.097 -8.863 -1.053 -0.367 -0.504 -0.146
H -15.850 -10.593 -3.736 0.338 -0.702 -0.496
C -12.247 -12.130 -3.086 0.310 0.004 0.359
C -10.803 -12.412 -3.514 0.877 0.876 0.875
C -9.831 -11.368 -2.843 -1.089 -0.443 -0.317
O -10.403 -13.739 -3.128 -0.659 -0.597 -0.870
H -12.384 -12.008 -1.990 0.386 -0.578 -0.458
H -12.830 -12.970 -3.460 -0.463 0.319 0.095
H -12.591 -11.155 -3.439 -0.081 -0.184 -0.529
H -10.698 -12.350 -4.624 -0.168 0.187 0.686
H -10.243 -10.371 -3.037 0.149 -0.111 0.067
H -8.858 -11.418 -3.270 0.828 -0.053 -0.590
H -9.665 -11.464 -1.760 -0.600 -0.329 -0.267
H -10.827 -14.394 -3.772 0.113 1.022 0.894
C -14.035 -17.610 -10.463 1.633 -1.078 -1.830
C -13.008 -16.526 -10.633 1.460 -0.808 0.725
C -13.583 -15.183 -10.492 -0.760 1.841 -0.046
O -11.908 -16.621 -9.716 0.030 -1.355 0.603
H -14.600 -17.521 -11.382 -0.891 -0.162 0.092
H -14.612 -17.665 -9.582 -0.636 0.264 0.994
H -13.463 -18.549 -10.622 -0.513 0.142 0.422
H -12.583 -16.732 -11.620 -0.047 0.525 -0.219
H -14.344 -15.112 -11.257 -0.284 0.390 -0.351
H -12.934 -14.284 -10.565 0.034 -0.899 -0.237
H -14.121 -15.053 -9.552 0.076 -0.291 0.239
H -11.628 -17.558 -9.523 -0.360 1.194 -0.270
C -9.936 -19.343 -5.868 0.215 1.630 -0.691
C -9.950 -19.373 -7.418 0.837 -0.514 0.574
C -10.841 -20.452 -7.987 -0.403 -0.242 0.868
O -10.336 -18.160 -8.015 -0.342 0.729 0.138
H -9.547 -18.359 -5.473 -0.095 -0.980 -0.493
H -9.327 -20.140 -5.487 0.323 -0.376 0.226
H -10.926 -19.429 -5.460 -0.647 -0.178 0.117
H -8.924 -19.600 -7.765 -0.157 0.067 0.252
H -10.654 -20.535 -9.056 -0.615 0.100 -0.088
H -11.896 -20.326 -7.647 0.559 0.281 -0.820
H -10.575 -21.404 -7.548 0.359 -0.353 0.069
H -10.027 -17.391 -7.505 -0.079 -0.249 -0.212
C -9.653 -14.688 -9.454 0.634 3.454 -0.210
C -10.151 -14.287 -8.050 0.698 -0.619 0.031
C -11.013 -13.013 -8.118 0.138 -0.611 -0.662
O -10.775 -15.444 -7.467 0.022 0.423 0.858
H -8.851 -15.379 -9.470 0.585 -0.983 0.302
H -9.190 -13.721 -9.903 -0.832 -1.482 0.429
H -10.467 -15.027 -10.081 -0.003 0.046 -0.012
H -9.288 -14.061 -7.350 -0.844 -0.310 -0.854
H -11.679 -12.975 -9.025 0.528 -0.117 1.011
H -10.247 -12.252 -8.211 -0.186 0.603 -0.172
H -11.558 -12.832 -7.193 -0.155 -0.113 -0.041
H -11.324 -15.881 -8.132 -0.333 0.042 -0.462
C -14.117 -15.309 -3.650 -0.240 -0.673 0.524
C -13.185 -15.941 -4.697 -0.446 0.977 -0.459
C -13.913 -16.196 -6.010 -0.234 -0.846 -0.845
O -12.058 -15.070 -4.875 0.830 0.028 -0.890
H -14.964 -15.988 -3.393 0.639 0.353 -0.282
H -14.558 -14.353 -3.935 0.085 -0.028 -0.491
H -13.592 -15.121 -2.707 0.088 -0.209 -0.133
H -12.802 -16.884 -4.330 -0.026 -0.430 0.232
H -14.714 -16.892 -5.808 -0.193 -0.575 0.203
H -13.349 -16.636 -6.860 0.269 0.081 0.829
H -14.463 -15.399 -6.485 0.147 1.075 0.354
H -11.540 -15.317 -5.694 -0.829 0.188 0.654
C -15.608 -17.122 1.809 1.594 -0.515 0.875
C -14.864 -16.676 0.557 -0.011 -0.127 -1.625
C -14.170 -17.829 -0.200 1.737 1.154 0.764
O -15.860 -16.189 -0.403 0.689 -0.251 0.428
H -15.904 -16.290 2.447 -0.069 0.118 -0.066
H -14.951 -17.784 2.430 -0.368 0.624 -0.373
H -16.471 -17.727 1.585 -0.365 -0.092 -0.415
H -14.122 -15.855 0.681 -0.461 -0.536 0.468
H -13.314 -18.255 0.386 -0.815 0.346 -0.309
H -13.721 -17.474 -1.153 -0.502 -0.065 0.565
H -14.883 -18.581 -0.384 -0.844 -1.076 -0.357
H -16.438 -15.658 0.137 -0.542 0.464 -0.030
O -7.058 -16.798 -0.356 0.806 -0.444 0.217
H -7.413 -16.195 -1.008 -0.543 0.359 -0.357
H -7.748 -17.010 0.267 -0.347 0.106 0.078
O -11.576 -15.217 -0.891 -1.685 1.547 0.991
H -10.984 -15.801 -1.298 1.423 -1.205 -0.981
H -11.556 -14.404 -1.423 0.291 -0.438 0.083
O -8.060 -14.942 -2.425 1.326 -0.037 0.299
H -7.366 -14.243 -2.373 -1.276 -0.637 -0.200
H -8.923 -14.569 -2.665 0.245 0.731 0.027
```
Forces are in eV/Å.

Results
E_tot, eV: -48545.397
Energy above the lowest of the compared OMol25 structures with the same formula, charge and spin, kJ/mol: 31.40

Atomic partial charges in e from the Mulliken method, atoms 1 to 99:
1 C -1.42
2 C 0.53
3 C -1.22
4 O -0.21
5 H 0.44
6 H 0.27
7 H 0.35
8 H 0.41
9 H 0.30
10 H 0.20
11 H 0.43
12 H -0.05
13 C -1.38
14 C 0.91
15 C -1.49
16 O -0.57
17 H 0.47
18 H 0.33
19 H 0.27
20 H 0.12
21 H 0.37
22 H 0.38
23 H 0.36
24 H 0.18
25 C -0.77
26 C 1.05
27 C -1.72
28 O -0.38
29 H 0.38
30 H -0.40
31 H 0.56
32 H -0.31
33 H 0.39
34 H 0.44
35 H 0.35
36 H 0.55
37 C -1.60
38 C 0.64
39 C -1.22
40 O -0.29
41 H 0.47
42 H 0.34
43 H 0.41
44 H 0.17
45 H 0.45
46 H 0.25
47 H 0.22
48 H -0.01
49 C -1.42
50 C 0.73
51 C -1.49
52 O -0.40
53 H 0.40
54 H 0.41
55 H 0.31
56 H 0.18
57 H 0.35
58 H 0.30
59 H 0.45
60 H 0.06
61 C -1.20
62 C 0.56
63 C -0.95
64 O -0.24
65 H 0.37
66 H 0.35
67 H 0.17
68 H 0.27
69 H 0.11
70 H 0.49
71 H -0.02
72 H 0.34
73 C -0.99
74 C 1.02
75 C -1.45
76 O -0.59
77 H 0.49
78 H -0.19
79 H 0.27
80 H 0.09
81 H 0.56
82 H 0.17
83 H 0.19
84 H 0.26
85 C -1.37
86 C 0.76
87 C -1.13
88 O -0.54
89 H 0.41
90 H 0.34
91 H 0.34
92 H 0.12
93 H 0.34
94 H 0.01
95 H 0.44
96 H 0.28
97 O -0.63
98 H 0.38
99 H 0.30

2.
Formula: C13H17MoN2O3Te4
Source: the Open Molecules 2025 dataset
Level of theory: the ωB97M-V functional and the def2-TZVPD basis

The geometry in XYZ format:
```
40
Properties=species:S:1:pos:R:3:forces:R:3
Mo 0.060 -1.731 0.792 -0.647 -0.763 -0.011
Te 0.652 -1.350 3.708 -0.406 -0.031 -0.812
Te -1.734 -2.304 2.874 0.318 0.300 -0.227
Te -1.390 -4.698 1.631 -0.056 -0.275 0.071
Te -1.288 -3.406 -0.786 -0.146 0.230 0.352
C -0.887 0.041 0.541 -0.644 1.395 -0.341
C -1.626 1.007 0.313 0.463 -1.210 1.145
C -2.627 2.017 0.403 -0.387 0.344 -0.039
C -3.459 2.326 -0.679 0.097 -0.032 0.117
C -4.458 3.269 -0.534 -0.089 0.097 -0.034
C -4.650 3.903 0.684 0.071 0.026 0.006
C -3.830 3.600 1.760 0.034 0.010 0.044
C -2.823 2.666 1.626 0.104 -0.013 -0.096
H -3.352 1.804 -1.623 0.011 -0.019 0.002
H -5.092 3.510 -1.373 -0.081 -0.012 -0.057
H -5.430 4.640 0.801 -0.090 0.046 -0.046
H -3.968 4.093 2.710 -0.056 0.055 0.068
H -2.175 2.426 2.457 0.023 -0.026 0.057
N -0.655 1.230 -2.258 -0.586 0.219 0.140
C 0.716 0.745 -2.052 0.379 -0.787 0.243
C 0.522 -0.806 -1.881 -0.502 1.447 -1.262
O -0.439 -1.263 -2.498 -0.208 -0.165 -0.268
O 1.336 -1.403 -1.153 0.269 -0.499 1.623
H -0.729 2.154 -2.683 -0.004 -0.109 0.075
H -1.135 1.188 -1.263 0.680 -0.031 -1.423
H -1.096 0.482 -2.842 0.068 0.358 0.284
H 1.169 1.172 -1.156 -0.212 0.042 -0.130
H 1.345 0.942 -2.922 -0.136 0.008 0.044
C 5.116 -2.768 0.171 0.483 -0.384 -0.283
N 3.800 -2.287 0.535 -0.942 -0.477 0.261
C 3.596 -0.857 0.531 -0.375 0.640 0.072
C 2.810 -3.147 0.710 1.014 0.180 -0.068
O 1.628 -2.857 0.975 1.247 -0.598 0.357
H 5.860 -2.023 0.444 -0.057 -0.015 0.020
H 5.177 -2.954 -0.905 0.041 0.099 0.087
H 5.350 -3.690 0.702 -0.056 0.024 -0.021
H 4.385 -0.368 1.100 0.031 -0.115 0.036
H 2.629 -0.609 0.994 0.457 -0.070 -0.207
H 3.607 -0.491 -0.500 -0.020 -0.007 0.188
H 3.086 -4.204 0.646 -0.090 0.120 0.031
```
Forces are in eV/Å.

Results
E_tot, eV: -53901.209
Multiplicity: 3
Net charge: +1
⟨S²⟩: 2.06
Energy above the lowest of the compared OMol25 structures with the same formula, charge and spin, kJ/mol: 112.88

Now the natural (NBO) charges, all in e:
1 Mo 0.52
2 Te -0.16
3 Te 0.35
4 Te 0.03
5 Te 0.16
6 C -0.32
7 C -0.05
8 C -0.19
9 C -0.15
10 C -0.22
11 C -0.18
12 C -0.19
13 C -0.17
14 H 0.20
15 H 0.23
16 H 0.23
17 H 0.23
18 H 0.23
19 N -0.74
20 C -0.35
21 C 0.80
22 O -0.69
23 O -0.72
24 H 0.43
25 H 0.46
26 H 0.46
27 H 0.24
28 H 0.24
29 C -0.42
30 N -0.35
31 C -0.41
32 C 0.59
33 O -0.62
34 H 0.23
35 H 0.22
36 H 0.23
37 H 0.22
38 H 0.22
39 H 0.22
40 H 0.19

- E_tot of number 2 (C13H17MoN2O3Te4)?
  -53901.209 eV

- Among the records above, which one has the highest E_tot?
  C24H70O11

- Among the records above, which one has the lowest energy above the lowest of the compared OMol25 structures with the same formula, charge and spin?
  C24H70O11

- Among the records above, which one has the highest energy above the lowest of the compared OMol25 structures with the same formula, charge and spin?
  C13H17MoN2O3Te4